Entry 1:
ORCA calculation (ωB97M-V with the def2-TZVPD basis set) on a molecular structure, C23H38FeN7OSi at a distorted geometry.

Atoms and positions in Å:
Fe  -0.29  -0.02  0.25
C  -4.06  -0.06  -2.00
C  -2.75  -0.45  -1.40
N  -2.45  -0.31  -0.17
C  -3.34  0.35  0.77
C  -2.86  0.14  2.20
N  -1.39  0.23  2.23
C  -0.70  0.84  3.37
C  0.81  0.75  3.12
N  1.05  1.03  1.70
C  2.44  1.09  1.23
C  2.84  -0.19  0.49
N  1.74  -0.55  -0.41
C  1.91  -1.16  -1.51
C  3.22  -1.62  -2.06
C  0.65  -1.36  -2.31
C  0.60  -1.80  -3.62
C  -0.64  -1.84  -4.25
C  -1.78  -1.42  -3.58
C  -1.64  -0.98  -2.27
N  -0.45  -0.99  -1.67
H  -4.30  0.97  -1.70
H  -4.86  -0.70  -1.63
H  -4.06  -0.10  -3.08
H  -4.38  0.02  0.66
H  -3.30  1.42  0.52
H  -3.19  -0.82  2.59
H  -3.29  0.92  2.83
H  -1.04  -0.73  2.15
H  -0.96  0.35  4.32
H  -1.00  1.88  3.45
H  1.19  -0.24  3.37
H  1.33  1.47  3.76
H  0.62  1.93  1.50
H  3.14  1.28  2.05
H  2.52  1.93  0.54
H  3.01  -1.02  1.18
H  3.77  -0.02  -0.05
H  3.87  -1.97  -1.25
H  3.72  -0.79  -2.57
H  3.10  -2.43  -2.77
H  1.49  -2.10  -4.15
H  -0.71  -2.18  -5.28
H  -2.74  -1.43  -4.07
N  0.31  -6.32  1.63
C  0.14  -5.00  1.45
C  0.99  -4.05  2.04
C  0.77  -2.72  1.82
N  -0.22  -2.22  1.05
C  -1.04  -3.14  0.50
C  -0.91  -4.49  0.66
H  1.03  -6.67  2.24
H  -0.33  -6.99  1.24
H  1.81  -4.36  2.68
H  1.42  -1.99  2.28
H  -1.86  -2.75  -0.10
H  -1.62  -5.16  0.18
C  -1.53  3.31  -2.55
Si  -0.01  2.84  -1.59
C  1.34  2.26  -2.75
C  0.60  4.26  -0.55
O  -0.41  1.57  -0.57
H  -1.30  4.10  -3.27
H  -2.32  3.68  -1.90
H  -1.93  2.47  -3.12
H  1.55  3.02  -3.50
H  1.05  1.36  -3.29
H  2.28  2.05  -2.23
H  0.78  5.13  -1.18
H  1.54  4.05  -0.03
H  -0.13  4.56  0.20

For the total energy, the calculation gives -2910.62851 Eh. The relative energy (zero: lowest compared OMol25 entry of this formula, charge and spin) is 0.0 kJ/mol. The value obtained for the HOMO-LUMO gap (spin up / spin down) is 8.21 / 7.99 eV. Its multiplicity is 6. As for the net charge: +2. The LUMO energy (spin up / spin down) is -0.2233 / -0.2314 Eh. Its expectation value of S² is 8.76. The maximum force is 1.1 eV/A. The calculation puts the HOMO energy (spin up / spin down) at -14.3 / -14.3 eV.

Atom charges from the Mulliken analysis, given in e for atoms 1 to 5: 2.14 -1.90 0.83 0.14 -0.96

Entry 2:
ORCA calculation (ωB97M-V with the def2-TZVPD basis set) on 6 unconnected molecules or ions with the total composition C23H38NO10 at a distorted geometry.

Atoms and positions in Å:
C  0.06  1.08  -1.61
C  -1.08  0.70  -2.32
N  -2.40  0.93  -1.60
C  -2.77  2.38  -1.87
H  0.27  0.74  -0.56
H  0.78  1.80  -2.11
H  -1.10  0.29  -3.36
H  -2.32  0.73  -0.58
H  -3.09  0.32  -2.05
H  -3.46  2.71  -1.04
H  -3.24  2.38  -2.89
H  -1.87  3.05  -1.91
O  -2.07  0.59  1.83
C  -1.28  -0.32  1.92
O  -0.27  -0.52  1.04
C  0.42  -1.74  1.36
C  0.12  -1.98  2.82
C  -1.28  -1.39  2.97
H  0.03  -2.54  0.72
H  1.48  -1.62  1.18
H  0.18  -3.03  3.11
H  0.82  -1.42  3.44
H  -2.05  -2.12  2.74
H  -1.43  -0.97  3.96
O  -1.98  -4.30  -4.73
C  -2.70  -3.35  -4.91
O  -3.92  -3.42  -5.50
C  -4.46  -2.10  -5.64
C  -3.74  -1.26  -4.61
C  -2.37  -1.92  -4.55
H  -4.27  -1.76  -6.66
H  -5.54  -2.13  -5.47
H  -3.70  -0.20  -4.87
H  -4.24  -1.36  -3.64
H  -1.69  -1.52  -5.30
H  -1.94  -1.86  -3.55
O  3.90  0.11  2.60
C  3.23  1.08  2.40
O  2.04  1.06  1.73
C  1.56  2.40  1.57
C  2.24  3.20  2.66
C  3.57  2.49  2.80
H  1.82  2.75  0.57
H  0.47  2.42  1.67
H  2.33  4.26  2.42
H  1.68  3.11  3.59
H  4.32  2.89  2.10
H  3.95  2.53  3.82
O  1.03  5.38  0.57
C  0.94  5.40  -0.63
O  0.33  4.43  -1.37
C  0.51  4.72  -2.77
C  0.78  6.20  -2.84
C  1.51  6.46  -1.53
H  1.34  4.12  -3.14
H  -0.40  4.44  -3.31
H  1.35  6.49  -3.72
H  -0.16  6.75  -2.85
H  2.59  6.29  -1.63
H  1.31  7.46  -1.15
O  -0.11  -4.64  5.07
C  0.80  -5.24  4.57
O  0.92  -5.45  3.24
C  2.06  -6.30  2.99
C  2.94  -6.14  4.21
C  1.93  -5.91  5.32
H  1.71  -7.33  2.86
H  2.56  -5.98  2.08
H  3.59  -7.00  4.39
H  3.58  -5.26  4.10
H  1.57  -6.84  5.75
H  2.32  -5.25  6.09

For the total energy, the calculation gives -1706.08921 Eh. The value obtained for the HOMO-LUMO gap is 8.33 eV. As for the net charge: +1. The LUMO energy is -0.1359 Eh. The maximum force is 2.9 eV/A. The calculation puts the HOMO energy at -12.0 eV.

Atom charges from the Mulliken analysis, given in e for atoms 1 to 5: -0.42 -0.14 0.05 -0.36 0.13

Entry 3:
ORCA calculation (ωB97M-V with the def2-TZVPD basis set) on 2 unconnected molecules or ions with the total composition C23H38NO7.

Atoms and positions in Å:
C  4.05  -1.66  -2.95
C  3.32  -2.73  -2.16
C  1.84  -2.90  -2.54
C  1.02  -1.61  -2.61
C  1.19  -0.63  -1.44
N  -0.06  -0.26  -0.72
C  -0.97  0.52  -1.62
C  0.23  0.57  0.50
C  1.24  1.69  0.29
C  1.12  2.69  1.44
C  2.31  3.65  1.53
C  2.51  4.54  0.31
O  3.84  5.05  0.23
C  4.69  4.27  -0.57
C  -0.88  -1.45  -0.25
C  -0.10  -2.47  0.57
C  -0.98  -2.99  1.70
O  -2.09  -3.72  1.15
C  -1.97  -5.08  1.22
C  -2.67  -5.70  2.39
O  -1.34  -5.69  0.40
H  3.83  -1.72  -4.02
H  5.13  -1.75  -2.81
H  3.78  -0.65  -2.62
H  3.82  -3.69  -2.28
H  3.39  -2.50  -1.09
H  1.38  -3.62  -1.86
H  1.81  -3.36  -3.53
H  1.31  -1.08  -3.53
H  -0.02  -1.87  -2.74
H  1.61  0.31  -1.79
H  1.89  -1.02  -0.69
H  -1.83  0.80  -0.98
H  -0.45  1.39  -2.01
H  -1.30  -0.11  -2.44
H  -0.74  1.00  0.84
H  0.55  -0.11  1.29
H  1.05  2.18  -0.66
H  2.27  1.30  0.25
H  1.09  2.13  2.38
H  0.17  3.22  1.37
H  2.21  4.29  2.41
H  3.23  3.06  1.67
H  1.85  5.41  0.35
H  2.28  4.00  -0.62
H  5.72  4.58  -0.37
H  4.61  3.20  -0.33
H  4.49  4.42  -1.64
H  -1.68  -0.99  0.33
H  -1.35  -1.89  -1.13
H  0.80  -2.03  1.02
H  0.19  -3.33  -0.03
H  -0.39  -3.65  2.35
H  -1.40  -2.18  2.29
H  -3.52  -5.10  2.70
H  -2.97  -6.71  2.14
H  -1.96  -5.74  3.22
C  -5.36  1.04  0.61
C  -6.24  1.99  1.20
C  -5.58  3.20  1.93
O  -6.31  4.07  2.40
C  -4.15  3.24  2.02
C  -3.32  2.29  1.45
C  -3.98  1.13  0.66
O  -3.20  0.29  0.10
O  -2.06  2.31  1.50
O  -7.47  1.92  1.17
H  -5.78  0.19  0.08
H  -3.73  4.07  2.56

For the total energy, the calculation gives -1480.58750 Eh. The value obtained for the HOMO-LUMO gap is 4.71 eV. As for the net charge: -1. The LUMO energy is 0.0649 Eh. The maximum force is 0.5 eV/A. The calculation puts the HOMO energy at -2.9 eV.

Atom charges from the Mulliken analysis, given in e for atoms 1 to 5: -1.14 -0.40 -0.78 -1.09 -0.72

Q: Among the records above, which one has the lowest net charge?
A: C23H38NO7